The following is a DFT calculation (ωB97M-V/def2-TZVPD) of a molecular structure, C2H3CuO2 in a non-equilibrium geometry.

Computed properties:
Spin multiplicity: 2
Net charge: +1
Max |F| (eV/Å): 2.8
LUMO energy (spin up / spin down) (eV): -6.1 / -6.1

The geometry in XYZ format:
```
8
Properties=species:S:1:pos:R:3:mulliken_spin:R:1
H 1.177 0.022 -1.227 0.01
O 0.884 -0.778 0.651 0.14
C 0.747 0.193 -0.237 0.72
C -0.408 1.003 -0.100 0.05
O -1.551 0.495 -0.146 0.05
H 1.614 -1.377 0.452 -0.01
H -0.245 1.987 0.369 0.03
Cu -2.218 -1.544 0.238 0.00
```


The following is a DFT calculation (ωB97M-V/def2-TZVPD) of a single C5H9N molecule in a non-equilibrium geometry.

Computed properties:
Net charge: 0
Max |F| (eV/Å): 3.4
LUMO energy (eV): 1.1

The geometry in XYZ format:
```
15
Properties=species:S:1:pos:R:3:mulliken_charge:R:1
C 2.410 1.257 -0.109 0.04
C 1.270 0.987 0.217 -0.39
C -0.096 0.693 0.546 -0.58
N -0.627 -0.310 -0.279 -0.07
C -0.013 -1.576 -0.163 -0.93
C -2.097 -0.395 -0.214 -0.98
H 3.378 1.527 -0.487 0.41
H -0.253 0.505 1.596 0.36
H -0.708 1.577 0.360 0.29
H 1.060 -1.556 -0.456 0.30
H -0.426 -2.299 -0.947 0.29
H -0.034 -2.157 0.820 0.30
H -2.516 0.614 -0.287 0.32
H -2.445 -0.987 -1.047 0.33
H -2.511 -0.854 0.737 0.32
```


The following is a DFT calculation (ωB97M-V/def2-TZVPD) of a molecular structure, C3H6F3NO3 in a non-equilibrium geometry.

Computed properties:
Net charge: 0
Max |F| (eV/Å): 4.8
LUMO energy (eV): 0.7

The geometry in XYZ format:
```
16
Properties=species:S:1:pos:R:3:mulliken_charge:R:1
C -1.482 0.782 1.066 -0.23
C 0.608 -0.627 -0.167 0.54
C 1.160 -0.671 -1.617 0.71
N -1.020 0.427 -0.228 -0.58
O -0.490 1.484 1.823 -0.59
O 0.109 -1.815 0.298 -0.50
O 1.430 0.001 0.646 -0.53
F 1.619 0.501 -2.012 -0.25
F 2.148 -1.493 -1.739 -0.25
F 0.217 -1.057 -2.518 -0.26
H -1.668 -0.161 1.650 0.23
H -2.375 1.385 1.020 0.29
H -0.729 1.225 -0.875 0.25
H 0.061 1.962 1.135 0.35
H -0.712 -1.919 -0.053 0.36
H 1.127 -0.024 1.572 0.45
```


The following is a DFT calculation (ωB97M-V/def2-TZVPD) of 8 unconnected molecules or ions with the total composition C4H27N2O7 in a non-equilibrium geometry.

Computed properties:
Net charge: +1
Max |F| (eV/Å): 3.0
LUMO energy (eV): -2.8

The geometry in XYZ format:
```
40
Properties=species:S:1:pos:R:3:mulliken_charge:R:1
C -2.522 -1.187 -0.565 -0.62
N -3.202 0.106 -0.908 -0.56
C -1.041 -0.976 -0.914 0.87
N -0.976 -0.456 -2.362 -0.07
C 1.357 -1.990 -0.793 -1.07
C -0.137 -2.154 -0.703 -0.53
H -3.051 -1.803 -1.296 0.44
H -2.635 -1.519 0.470 0.28
H -4.183 0.140 -0.978 0.23
H -2.885 0.794 -0.214 0.14
H -0.688 -0.129 -0.312 -0.63
H -1.040 -1.237 -3.022 0.40
H -1.803 0.111 -2.584 0.43
H 0.011 -0.135 -2.403 0.30
H 1.955 -2.546 -0.098 0.36
H 1.723 -0.965 -0.634 0.10
H 1.880 -2.209 -1.757 0.30
H -0.447 -3.054 -1.231 0.42
H -0.296 -2.507 0.336 0.39
H 2.305 -1.401 2.993 0.35
H 1.259 -0.425 2.869 0.30
O 2.224 -0.442 2.875 -0.67
H -0.751 4.072 0.988 0.31
H -0.614 3.394 -0.298 0.27
O -1.246 3.452 0.431 -0.60
H 1.912 1.246 -3.322 0.27
H 1.682 1.672 -1.851 0.30
O 1.599 0.935 -2.465 -0.61
H -1.536 1.613 1.702 0.29
H -0.161 1.306 1.078 0.38
O -1.004 0.895 1.327 -0.68
H -1.637 -1.292 3.189 0.30
H -0.714 -0.513 2.195 0.38
O -0.757 -1.285 2.822 -0.69
H 1.602 2.644 0.424 0.25
H 1.740 1.097 0.321 0.33
O 1.181 1.852 0.036 -0.64
H 4.095 0.487 0.213 0.27
H 3.415 -0.273 1.277 0.32
O 3.346 -0.118 0.305 -0.59
```


The following is a DFT calculation (ωB97M-V/def2-TZVPD) of a molecular structure, C3H3BaMgO4 in a non-equilibrium geometry.

Computed properties:
Net charge: -1
Max |F| (eV/Å): 5.6
LUMO energy (eV): 1.8

The geometry in XYZ format:
```
12
Properties=species:S:1:pos:R:3:mulliken_charge:R:1
O -2.477 0.155 0.339 -0.69
C -2.219 -1.092 0.534 0.16
O -2.701 -1.746 1.462 -0.59
Mg -1.203 1.482 -0.395 0.31
O -0.019 -0.123 -0.879 -0.65
C -0.130 -1.305 -0.249 -0.08
C 1.148 -1.608 0.544 -0.20
O 1.918 -0.516 0.911 -0.80
Ba 1.874 1.432 0.063 0.70
H 1.731 -2.304 -0.102 0.19
H 0.823 -2.192 1.433 0.22
H -1.581 -1.991 -0.378 0.45
```


The following is a DFT calculation (ωB97M-V/def2-TZVPD) of 3 unconnected molecules or ions with the total composition C28H43BBrNO11S3 in a non-equilibrium geometry.

Computed properties:
Net charge: 0
Max |F| (eV/Å): 9.4
LUMO energy (eV): -1.4

The geometry in XYZ format:
```
88
Properties=species:S:1:pos:R:3:mulliken_charge:R:1
C 3.560 -3.405 4.366 -0.92
C 2.804 -3.889 2.995 -0.15
C 1.497 -2.977 2.569 -0.58
C 1.091 -3.466 1.020 0.74
C 0.097 -4.708 1.173 -1.12
C 0.705 -2.156 0.180 -0.13
C 1.990 -1.139 -0.176 -0.14
S 3.781 -1.552 0.353 -0.19
C 1.786 0.293 -1.017 0.18
C 3.170 1.159 -1.332 -1.08
C 3.920 0.368 -2.574 0.41
O 3.130 -0.426 -3.348 -0.45
Br 5.864 0.516 -3.032 -0.15
C 0.278 0.822 -1.511 0.04
B 0.054 2.275 -2.319 0.53
O -1.040 3.147 -1.820 -0.57
C 0.981 2.716 -3.618 -0.24
C 0.055 2.998 -4.982 -0.81
C -0.985 -0.184 -1.162 0.17
C -0.743 -1.638 -0.363 0.03
C -2.088 -2.521 -0.145 -0.29
O -2.369 -3.763 -0.506 -0.58
C -3.394 -1.645 0.437 0.54
C -4.348 -2.198 1.648 -0.47
C -4.732 -1.093 2.797 -0.30
C -3.428 -0.476 3.592 0.43
N -3.298 1.060 3.559 -0.55
O -2.544 -1.249 4.276 -0.56
C -3.611 -0.336 -0.307 -0.14
C -2.582 0.173 -1.529 0.09
O -2.989 0.740 -2.663 -0.56
H 3.648 -4.376 5.055 0.25
H 3.037 -2.533 4.946 0.30
H 4.692 -3.104 4.137 0.21
H 2.468 -5.013 3.067 0.24
H 3.636 -3.861 2.138 0.14
H 1.691 -1.826 2.647 0.33
H 0.634 -3.247 3.348 0.29
H 2.117 -3.889 0.577 0.26
H 0.588 -5.569 1.797 0.33
H -0.965 -4.488 1.670 0.15
H -0.154 -5.146 0.102 0.31
H 4.280 -2.430 -0.630 0.19
H 2.977 2.256 -1.679 0.30
H 3.864 1.243 -0.364 0.47
H -0.844 3.214 -0.820 0.34
H 1.478 3.757 -3.324 0.24
H 1.833 1.946 -3.882 0.06
H 0.675 2.889 -5.975 0.30
H -0.337 4.116 -4.859 0.25
H -0.835 2.223 -4.953 0.21
H -3.838 -3.178 2.089 0.21
H -5.366 -2.545 1.132 0.28
H -5.470 -0.249 2.387 0.15
H -5.380 -1.677 3.613 0.34
H -3.576 1.362 4.528 0.28
H -4.088 1.413 2.942 0.29
H -4.513 0.368 0.008 0.13
C -10.710 -1.255 -0.770 -0.99
C -9.505 -1.280 -1.693 -0.26
O -8.973 0.022 -1.892 -0.32
S -8.128 0.713 -0.680 1.13
C -7.481 2.084 -1.601 -1.00
O -7.033 -0.160 -0.314 -0.48
O -9.059 1.230 0.302 -0.62
H -10.427 -0.951 0.242 0.29
H -11.171 -2.244 -0.705 0.39
H -11.455 -0.536 -1.127 0.27
H -8.733 -1.960 -1.318 0.26
H -9.817 -1.654 -2.674 0.28
H -6.803 1.710 -2.370 0.33
H -6.939 2.728 -0.904 0.37
H -8.311 2.637 -2.045 0.36
C 7.757 3.423 -1.726 -0.90
C 8.914 2.561 -1.253 -0.31
O 9.678 3.216 -0.250 -0.25
S 9.052 3.336 1.251 1.19
C 10.520 3.904 2.069 -0.92
O 8.734 2.010 1.735 -0.63
O 8.083 4.413 1.268 -0.60
H 7.027 3.577 -0.926 0.27
H 7.239 2.953 -2.566 0.29
H 8.113 4.412 -2.033 0.29
H 8.563 1.587 -0.897 0.32
H 9.586 2.373 -2.098 0.25
H 11.276 3.117 2.036 0.31
H 10.259 4.128 3.106 0.37
H 10.875 4.809 1.573 0.31
```


The following is a DFT calculation (ωB97M-V/def2-TZVPD) of a single C2H5N3OS molecule in a non-equilibrium geometry.

Computed properties:
Net charge: 0
Max |F| (eV/Å): 1.0
LUMO energy (eV): 0.2

The geometry in XYZ format:
```
12
Properties=species:S:1:pos:R:3:mulliken_charge:R:1
N 0.682 0.672 -1.972 -0.37
N 1.242 1.728 -1.283 -0.29
C 1.257 1.810 -0.037 0.09
O 0.761 0.972 0.957 -0.21
N -0.369 0.250 0.606 -0.17
C -0.263 -1.104 0.602 -0.10
S -1.545 -2.107 0.632 -0.30
H -0.199 0.336 -1.605 0.21
H 0.563 0.947 -2.926 0.26
H 1.821 2.618 0.449 0.35
H -1.196 0.653 0.977 0.19
H 0.798 -1.397 0.489 0.33
```


The following is a DFT calculation (ωB97M-V/def2-TZVPD) of 11 unconnected molecules or ions with the total composition C48H123N5O16 in a non-equilibrium geometry.

Computed properties:
Net charge: 0
Max |F| (eV/Å): 2.9
LUMO energy (eV): 0.6

The geometry in XYZ format:
```
192
Properties=species:S:1:pos:R:3:mulliken_charge:R:1
C -6.459 -6.019 0.838 -0.85
O -5.348 -5.250 0.493 -0.17
C -4.352 -5.100 1.481 -1.12
C -3.146 -4.358 0.860 0.44
N -2.527 -4.883 -0.285 -0.13
C -3.229 -5.011 -1.595 -1.20
C -3.486 -3.753 -2.347 0.11
O -2.208 -3.080 -2.561 -0.13
C -2.285 -1.963 -3.408 -0.12
H -7.026 -5.537 1.653 0.29
H -6.081 -6.923 1.325 0.34
H -7.088 -6.104 -0.016 0.23
H -4.025 -6.075 1.843 0.57
H -4.790 -4.632 2.376 0.42
H -2.397 -4.310 1.645 0.18
H -3.513 -3.351 0.651 -0.21
H -1.549 -4.674 -0.367 0.13
H -4.143 -5.621 -1.434 0.32
H -2.520 -5.571 -2.233 0.30
H -4.130 -2.995 -1.853 0.00
H -3.900 -3.968 -3.337 0.44
H -2.809 -2.234 -4.308 0.59
H -1.208 -1.723 -3.654 -0.12
H -2.798 -1.150 -2.943 -0.26
C 2.599 -6.058 -1.795 -0.99
O 2.294 -4.804 -1.236 0.05
C 0.971 -4.398 -1.659 -1.06
C 0.472 -3.414 -0.631 0.65
N 0.357 -4.076 0.708 -0.23
C 0.182 -3.091 1.816 -1.25
C 1.432 -2.364 2.248 0.73
O 2.310 -3.393 2.726 -0.55
C 3.610 -2.900 2.866 0.06
H 3.648 -6.285 -1.538 0.18
H 2.498 -5.915 -2.880 0.36
H 1.954 -6.811 -1.379 0.34
H 0.296 -5.266 -1.637 0.47
H 0.961 -3.893 -2.618 0.35
H -0.470 -2.952 -0.970 0.19
H 1.265 -2.620 -0.627 -0.75
H 1.236 -4.572 0.883 0.45
H -0.205 -3.603 2.700 0.42
H -0.555 -2.332 1.504 0.25
H 1.278 -1.648 3.029 0.78
H 1.839 -1.821 1.405 -0.93
H 4.321 -3.709 3.045 0.23
H 3.802 -2.134 3.685 0.11
H 3.924 -2.459 1.917 -0.30
C -1.674 2.101 -3.747 0.60
O -2.889 2.573 -4.197 -0.50
C -3.758 2.939 -3.123 -0.98
C -4.096 1.688 -2.260 -0.05
N -4.835 0.646 -2.954 0.27
C -6.195 1.034 -3.314 -0.78
C -6.877 -0.150 -3.949 -0.69
O -6.063 -0.645 -5.001 -0.29
C -6.493 -1.876 -5.443 -0.91
H -0.861 2.435 -4.452 0.19
H -1.673 1.037 -3.549 -0.29
H -1.398 2.595 -2.740 -0.18
H -4.710 3.361 -3.544 0.35
H -3.188 3.691 -2.576 0.38
H -4.659 1.995 -1.389 0.76
H -3.203 1.168 -1.842 -0.67
H -4.334 0.236 -3.704 0.40
H -6.209 1.872 -4.023 0.46
H -6.704 1.417 -2.412 0.31
H -7.836 0.164 -4.344 0.47
H -7.063 -0.859 -3.150 0.33
H -6.677 -2.588 -4.660 0.35
H -5.701 -2.381 -6.001 0.28
H -7.410 -1.834 -6.041 0.33
C -5.532 -0.843 0.180 -0.11
O -5.173 0.346 0.988 -0.52
C -3.760 0.483 0.997 0.29
C -3.326 1.915 1.234 -0.33
N -3.912 2.359 2.504 -0.23
C -3.550 3.713 2.873 0.30
C -4.503 4.137 4.002 -0.97
O -5.847 4.068 3.501 -0.29
C -6.815 4.457 4.459 -0.75
H -5.293 -0.671 -0.839 -0.19
H -6.624 -0.983 0.305 0.32
H -5.001 -1.718 0.559 -0.01
H -3.384 0.135 0.018 -0.52
H -3.359 -0.199 1.750 0.71
H -3.637 2.503 0.356 0.23
H -2.244 1.983 1.202 -0.30
H -4.938 2.251 2.369 0.42
H -3.669 4.446 2.042 0.30
H -2.544 3.696 3.233 -0.34
H -4.246 5.134 4.379 0.50
H -4.486 3.456 4.831 0.40
H -7.741 4.158 4.056 0.26
H -6.791 5.566 4.613 0.26
H -6.644 4.010 5.451 0.31
C 6.980 -1.925 4.895 -0.88
O 6.932 -1.683 3.498 -0.17
C 7.006 -2.812 2.666 -0.87
C 6.846 -2.433 1.167 0.34
N 6.487 -3.591 0.292 -0.22
C 6.164 -3.299 -1.109 -1.42
C 4.890 -2.498 -1.309 0.32
O 5.001 -1.168 -0.805 -0.46
C 3.703 -0.650 -0.861 0.17
H 7.290 -1.058 5.495 0.25
H 7.628 -2.775 5.138 0.36
H 5.969 -2.180 5.203 0.30
H 6.263 -3.556 2.970 0.39
H 8.033 -3.195 2.787 0.49
H 7.722 -1.886 0.805 0.44
H 5.994 -1.741 1.144 -0.44
H 7.156 -4.365 0.328 0.25
H 6.034 -4.262 -1.579 0.50
H 7.001 -2.815 -1.647 0.34
H 4.043 -2.964 -0.802 0.04
H 4.711 -2.406 -2.394 0.28
H 3.216 -0.969 -1.804 0.23
H 3.698 0.443 -0.874 -0.49
H 3.076 -0.964 -0.019 0.07
C 0.187 3.579 6.045 -1.41
C 0.423 2.205 5.473 0.65
C -0.866 1.343 5.276 -0.83
O 1.107 2.418 4.240 -0.22
H -0.201 3.476 7.055 0.47
H -0.504 4.189 5.437 0.14
H 1.149 4.157 6.207 0.33
H 1.123 1.678 6.182 0.22
H -1.435 1.165 6.221 0.42
H -0.575 0.358 4.900 0.22
H -1.474 1.891 4.565 -0.01
H 1.350 1.561 3.800 -0.03
C -0.024 5.703 2.566 -0.83
C 0.520 5.950 1.135 0.71
C 1.892 6.570 1.217 -1.58
O 0.556 4.681 0.435 0.28
H 0.649 5.073 3.138 0.16
H -0.980 5.188 2.437 -0.03
H -0.157 6.650 3.128 0.52
H -0.065 6.683 0.564 0.17
H 1.820 7.520 1.696 0.51
H 2.310 6.787 0.212 0.41
H 2.693 5.960 1.660 0.14
H 1.304 4.715 -0.194 -0.34
C 3.787 2.984 2.116 -0.90
C 4.658 1.707 2.030 0.92
C 5.826 1.720 2.975 -1.55
O 3.824 0.571 2.183 0.39
H 4.413 3.851 1.877 0.45
H 3.379 2.983 3.120 0.07
H 2.997 2.920 1.366 -0.04
H 5.069 1.610 1.026 -0.10
H 5.465 1.444 3.982 0.27
H 6.293 2.690 3.045 0.43
H 6.538 0.931 2.648 0.32
H 4.214 -0.088 2.761 -0.20
C 4.137 -0.340 -4.787 -0.74
C 2.899 -0.852 -5.486 0.53
C 1.793 0.159 -5.303 -0.92
O 3.103 -1.054 -6.889 -0.58
H 4.384 0.650 -5.148 0.39
H 4.991 -1.073 -4.929 0.41
H 3.962 -0.407 -3.699 -0.05
H 2.587 -1.768 -5.012 0.10
H 1.966 1.106 -5.809 0.37
H 1.496 0.300 -4.253 0.02
H 0.927 -0.313 -5.811 0.41
H 3.894 -1.542 -7.125 0.33
C 0.483 1.021 1.203 0.26
C 0.271 1.331 -0.298 3.69
C -0.219 0.131 -1.033 0.09
O -0.782 2.333 -0.468 -0.62
H 0.820 1.926 1.697 -0.05
H 1.228 0.253 1.377 -0.72
H -0.466 0.657 1.657 0.21
H 1.201 1.706 -0.816 -1.47
H -0.377 0.319 -2.083 -0.56
H -1.182 -0.261 -0.667 -0.31
H 0.598 -0.621 -0.989 -0.58
H -0.455 3.148 -0.114 0.31
C 3.456 2.731 -2.728 -0.60
C 2.970 4.211 -2.688 0.15
C 1.473 4.224 -3.159 -0.95
O 2.925 4.658 -1.322 -0.49
H 3.459 2.271 -3.695 0.16
H 2.753 2.180 -2.060 -0.25
H 4.462 2.682 -2.356 0.52
H 3.631 4.847 -3.276 0.40
H 0.878 3.421 -2.660 -0.13
H 1.399 3.934 -4.227 0.50
H 1.013 5.162 -2.918 0.46
H 3.743 4.581 -0.872 0.24
```


Please write out number 5 again, unchanged.
The following is a DFT calculation (ωB97M-V/def2-TZVPD) of a molecular structure, C3H3BaMgO4 in a non-equilibrium geometry.

Computed properties:
Net charge: -1
Max |F| (eV/Å): 5.6
LUMO energy (eV): 1.8

The geometry in XYZ format:
```
12
Properties=species:S:1:pos:R:3:mulliken_charge:R:1
O -2.477 0.155 0.339 -0.69
C -2.219 -1.092 0.534 0.16
O -2.701 -1.746 1.462 -0.59
Mg -1.203 1.482 -0.395 0.31
O -0.019 -0.123 -0.879 -0.65
C -0.130 -1.305 -0.249 -0.08
C 1.148 -1.608 0.544 -0.20
O 1.918 -0.516 0.911 -0.80
Ba 1.874 1.432 0.063 0.70
H 1.731 -2.304 -0.102 0.19
H 0.823 -2.192 1.433 0.22
H -1.581 -1.991 -0.378 0.45
```


Question: Look up the max |F| of the sixth one.
Answer: 9.4 eV/Å